{
  "formula": "C18H38BeCl3N2O14",
  "method": "ωB97M-V/def2-TZVPD",
  "charge": -1,
  "orbital_gap_ha": 0.213,
  "e_tot_ha": -3265.9047,
  "e_above_lowest_kj_mol": 110.2,
  "symbols": ["Be", "Cl", "O", "O", "O", "O", "Cl", "O", "O", "O", "O", "Cl", "O", "O", "O", "O", "C", "C", "C", "C", "C", "C", "N", "O", "C", "C", "C", "H", "H", "H", "H", "H", "H", "H", "H", "H", "H", "H", "H", "H", "H", "H", "H", "H", "H", "H", "C", "C", "C", "C", "C", "C", "N", "O", "C", "C", "C", "H", "H", "H", "H", "H", "H", "H", "H", "H", "H", "H", "H", "H", "H", "H", "H", "H", "H", "H"],
  "xyz": [[-1.470, 0.957, 1.071], [0.651, 2.639, 2.597], [0.903, 1.211, 2.530], [0.866, 3.174, 1.287], [-0.787, 2.698, 2.912], [1.493, 3.337, 3.546], [-4.424, -0.919, -1.004], [-5.654, -0.187, -1.200], [-3.958, -1.537, -2.229], [-3.376, -0.017, -0.585], [-4.610, -1.964, -0.037], [-2.467, 4.127, -0.903], [-3.049, 3.662, -2.108], [-2.476, 3.114, 0.088], [-1.086, 4.483, -1.061], [-3.201, 5.305, -0.411], [2.869, 0.820, -0.432], [2.419, 1.201, -1.857], [3.178, 0.330, -2.840], [2.569, 0.491, -4.205], [1.129, 0.008, -4.214], [0.256, 0.919, -3.302], [0.950, 1.027, -1.991], [0.232, 1.833, -1.105], [-0.139, 2.235, -3.975], [-0.992, 0.066, -3.024], [2.887, 2.638, -2.021], [2.380, -0.091, -0.087], [2.758, 1.661, 0.250], [3.946, 0.631, -0.456], [4.196, 0.620, -3.123], [3.311, -0.723, -2.582], [3.184, 0.042, -4.992], [2.566, 1.513, -4.600], [1.055, -1.060, -4.002], [0.812, 0.036, -5.261], [-0.953, 2.000, -4.657], [-0.526, 2.863, -3.171], [0.710, 2.702, -4.473], [-0.971, -1.019, -2.887], [-1.601, 0.456, -2.207], [-1.655, 0.039, -3.897], [2.408, 3.101, -2.889], [3.970, 2.700, -2.115], [2.564, 3.294, -1.208], [0.621, 2.705, -1.275], [-1.570, -3.056, 4.149], [-0.843, -1.769, 3.770], [0.669, -1.859, 4.057], [1.528, -2.662, 3.063], [1.222, -2.260, 1.629], [-0.298, -2.149, 1.289], [-0.967, -1.390, 2.349], [-2.310, -1.132, 2.067], [-0.361, -1.323, -0.008], [-0.791, -3.587, 1.143], [-1.312, -0.601, 4.705], [-2.324, -3.311, 3.404], [-2.036, -2.931, 5.129], [-0.995, -3.968, 4.317], [1.093, -0.903, 3.724], [1.049, -2.013, 5.064], [1.463, -3.756, 3.038], [2.558, -2.412, 3.319], [1.670, -2.862, 0.840], [1.678, -1.265, 1.584], [0.142, -0.370, 0.241], [0.279, -1.655, -0.824], [-1.386, -1.147, -0.345], [-0.468, -4.159, 2.013], [-1.870, -3.562, 0.983], [-0.293, -4.130, 0.339], [-0.934, 0.410, 4.540], [-0.919, -0.871, 5.687], [-2.387, -0.447, 4.807], [-2.775, -1.986, 2.030]],
  "lowdin_charge": [1.128, 0.675, -0.390, -0.335, -0.358, -0.301, 0.651, -0.324, -0.355, -0.419, -0.368, 0.635, -0.318, -0.387, -0.359, -0.345, -0.018, -0.493, -0.153, -0.214, -0.135, -0.469, -0.083, -0.054, 0.001, -0.049, -0.027, 0.062, 0.068, 0.088, 0.118, 0.124, 0.111, 0.105, 0.113, 0.121, 0.090, 0.069, 0.073, 0.077, 0.061, 0.092, 0.082, 0.094, 0.086, 0.072, -0.017, -0.464, -0.122, -0.185, -0.138, -0.482, -0.102, -0.024, -0.019, -0.005, -0.020, 0.075, 0.085, 0.086, 0.103, 0.127, 0.101, 0.115, 0.127, 0.098, 0.057, 0.108, 0.058, 0.072, 0.092, 0.097, 0.072, 0.083, 0.085, 0.095]
}

{
  "formula": "C28H76BO34",
  "method": "ωB97M-V/def2-TZVPD",
  "charge": -1,
  "orbital_gap_ha": 0.326,
  "e_tot_ha": -3695.5392,
  "e_above_lowest_kj_mol": 7.8,
  "symbols": ["O", "C", "O", "B", "O", "C", "O", "O", "C", "O", "C", "O", "O", "O", "H", "H", "O", "H", "H", "C", "C", "O", "O", "H", "H", "H", "H", "H", "H", "C", "C", "O", "O", "H", "H", "H", "H", "H", "H", "C", "C", "O", "O", "H", "H", "H", "H", "H", "H", "C", "C", "O", "O", "H", "H", "H", "H", "H", "H", "C", "C", "O", "O", "H", "H", "H", "H", "H", "H", "C", "C", "O", "O", "H", "H", "H", "H", "H", "H", "C", "C", "O", "O", "H", "H", "H", "H", "H", "H", "C", "C", "O", "O", "H", "H", "H", "H", "H", "H", "C", "C", "O", "O", "H", "H", "H", "H", "H", "H", "C", "C", "O", "O", "H", "H", "H", "H", "H", "H", "C", "C", "O", "O", "H", "H", "H", "H", "H", "H", "C", "C", "O", "O", "H", "H", "H", "H", "H", "H"],
  "xyz": [[-2.370, 1.107, -1.179], [-1.253, 0.702, -0.781], [-0.272, 1.401, -0.345], [0.808, 0.440, 0.111], [0.347, -0.901, -0.246], [-0.861, -0.777, -0.674], [-1.622, -1.721, -0.986], [1.030, 0.708, 1.541], [2.258, 1.169, 1.710], [2.740, 1.337, 2.822], [2.936, 1.149, 0.347], [2.095, 0.709, -0.560], [4.144, 1.385, 0.132], [5.461, 2.838, 2.573], [5.537, 2.228, 3.306], [5.195, 2.292, 1.833], [-1.146, -4.196, 0.539], [-1.591, -3.964, 1.355], [-1.175, -3.396, 0.014], [2.768, 4.520, -0.417], [4.077, 4.895, 0.287], [3.799, 5.343, 1.672], [1.891, 5.675, -0.694], [2.170, 3.793, 0.131], [3.164, 3.995, -1.287], [4.696, 5.669, -0.167], [4.730, 4.023, 0.276], [3.761, 4.579, 2.253], [0.996, 5.420, -0.931], [-1.458, -2.353, 3.058], [-1.729, -0.846, 3.213], [-2.570, -0.563, 4.255], [-2.610, -2.971, 2.501], [-1.353, -2.736, 4.073], [-0.551, -2.394, 2.456], [-2.196, -0.513, 2.286], [-0.774, -0.321, 3.251], [-2.036, -0.573, 5.052], [-3.339, -3.052, 3.121], [-2.465, -0.971, -5.955], [-1.497, -1.417, -4.844], [-1.035, -2.779, -4.935], [-1.621, -0.524, -7.020], [-3.098, -0.131, -5.668], [-3.068, -1.848, -6.188], [-1.936, -1.302, -3.853], [-0.575, -0.836, -4.822], [-0.387, -2.905, -5.633], [-2.193, -0.360, -7.774], [4.145, 1.682, 6.034], [4.893, 0.415, 5.694], [5.964, 0.771, 4.854], [4.920, 2.702, 6.697], [3.410, 1.381, 6.781], [3.526, 2.156, 5.272], [4.193, -0.249, 5.187], [5.222, -0.183, 6.544], [6.202, -0.070, 4.456], [5.177, 3.304, 5.995], [-4.884, 2.424, -4.347], [-5.514, 1.187, -3.689], [-4.527, 0.314, -3.166], [-4.560, 3.392, -3.389], [-5.705, 2.852, -4.923], [-4.043, 2.070, -4.942], [-6.074, 0.715, -4.495], [-6.151, 1.489, -2.857], [-3.913, 0.681, -2.526], [-4.158, 4.048, -3.963], [1.632, 1.080, -3.581], [3.180, 1.148, -3.630], [3.622, 0.282, -4.624], [0.874, 1.305, -4.782], [1.166, 1.702, -2.816], [1.336, 0.098, -3.213], [3.593, 1.025, -2.629], [3.403, 2.189, -3.862], [4.354, -0.236, -4.280], [1.255, 0.779, -5.490], [-3.194, -4.048, -2.600], [-4.427, -4.957, -2.290], [-5.561, -4.155, -2.627], [-3.097, -3.997, -3.990], [-2.292, -4.463, -2.150], [-3.286, -3.030, -2.220], [-4.444, -5.241, -1.237], [-4.400, -5.877, -2.873], [-5.274, -3.765, -3.456], [-2.221, -3.653, -4.182], [1.674, -4.050, -1.994], [2.470, -2.738, -1.958], [3.510, -2.908, -2.874], [2.392, -5.236, -1.661], [1.177, -4.301, -2.931], [0.812, -3.850, -1.357], [2.899, -2.469, -0.992], [1.827, -1.955, -2.359], [4.138, -3.412, -2.351], [3.183, -5.132, -2.195], [-2.017, 4.890, -1.703], [-1.630, 5.066, -0.188], [-0.526, 4.295, 0.247], [-0.755, 5.097, -2.431], [-2.889, 5.472, -2.002], [-2.348, 3.866, -1.875], [-2.588, 4.835, 0.277], [-1.559, 6.112, 0.109], [-0.729, 3.380, 0.040], [-0.790, 4.502, -3.184], [0.291, -1.259, 6.962], [1.305, -1.399, 5.858], [1.306, -0.243, 5.040], [-1.045, -1.260, 6.564], [0.469, -0.317, 7.480], [0.271, -1.953, 7.802], [1.016, -2.316, 5.343], [2.331, -1.576, 6.181], [1.932, -0.368, 4.323], [-1.442, -2.125, 6.686], [-5.697, 0.462, 0.351], [-4.816, 1.048, 1.402], [-5.017, 2.439, 1.605], [-7.159, 0.616, 0.563], [-5.487, -0.582, 0.120], [-5.636, 0.974, -0.609], [-3.802, 0.856, 1.052], [-5.097, 0.531, 2.319], [-4.685, 2.902, 0.833], [-7.367, 1.534, 0.753], [3.879, -3.511, 1.675], [3.075, -2.284, 2.116], [3.523, -1.729, 3.335], [5.220, -3.123, 1.287], [3.301, -3.916, 0.845], [4.054, -4.185, 2.513], [2.037, -2.578, 2.271], [2.993, -1.541, 1.322], [4.446, -1.549, 3.142], [5.386, -3.303, 0.358]],
  "lowdin_charge": [0.099, -0.351, 0.226, -0.867, 0.256, -0.338, 0.104, 0.236, -0.350, 0.144, -0.349, 0.219, 0.103, -0.045, -0.004, -0.005, -0.062, -0.021, -0.024, -0.198, -0.189, -0.087, -0.071, 0.101, 0.102, 0.117, 0.088, 0.046, 0.024, -0.206, -0.273, -0.037, -0.072, 0.111, 0.110, 0.110, 0.107, 0.049, 0.104, -0.196, -0.178, -0.087, -0.074, 0.100, 0.122, 0.113, 0.103, 0.106, 0.077, -0.225, -0.246, -0.052, -0.061, 0.112, 0.119, 0.085, 0.122, 0.087, 0.077, -0.262, -0.228, -0.076, -0.061, 0.114, 0.116, 0.118, 0.111, 0.040, 0.081, -0.218, -0.239, -0.043, -0.068, 0.110, 0.091, 0.107, 0.115, 0.087, 0.075, -0.251, -0.210, -0.079, -0.082, 0.109, 0.103, 0.110, 0.107, 0.063, 0.013, -0.221, -0.225, -0.058, -0.051, 0.121, 0.103, 0.111, 0.109, 0.071, 0.062, -0.185, -0.225, -0.040, -0.074, 0.106, 0.086, 0.100, 0.121, 0.060, 0.075, -0.244, -0.239, -0.052, -0.064, 0.123, 0.125, 0.112, 0.113, 0.035, 0.099, -0.199, -0.245, -0.052, -0.094, 0.131, 0.093, 0.099, 0.130, 0.076, 0.063, -0.188, -0.223, -0.057, -0.072, 0.108, 0.125, 0.125, 0.108, 0.083, 0.071]
}

{
  "formula": "C33H66FNO23S",
  "method": "ωB97M-V/def2-TZVPD",
  "orbital_gap_ha": 0.369,
  "e_tot_ha": -3580.1336,
  "symbols": ["N", "C", "C", "C", "C", "C", "O", "O", "S", "O", "O", "O", "C", "C", "C", "C", "F", "H", "H", "H", "H", "H", "H", "H", "H", "H", "H", "H", "H", "H", "H", "H", "H", "H", "H", "C", "C", "O", "C", "O", "O", "C", "H", "H", "H", "H", "H", "H", "H", "H", "C", "C", "O", "C", "O", "O", "C", "H", "H", "H", "H", "H", "H", "H", "H", "C", "C", "O", "C", "O", "O", "C", "H", "H", "H", "H", "H", "H", "H", "H", "C", "C", "O", "C", "O", "O", "C", "H", "H", "H", "H", "H", "H", "H", "H", "C", "C", "O", "C", "O", "O", "C", "H", "H", "H", "H", "H", "H", "H", "H", "C", "C", "O", "C", "O", "O", "C", "H", "H", "H", "H", "H", "H", "H", "H"],
  "xyz": [[-2.738, -4.035, 2.297], [-3.427, -3.093, 1.292], [-4.676, -2.525, 2.209], [-6.037, -2.185, 1.334], [-6.456, -0.646, 1.693], [-7.029, 0.243, 0.444], [-6.530, -0.136, -0.886], [-3.863, -4.020, 0.195], [-3.522, -3.353, -1.336], [-4.372, -2.174, -1.879], [-3.475, -4.324, -2.543], [-2.069, -2.531, -0.876], [-2.475, -2.036, 0.477], [-1.054, -1.532, 1.123], [-1.154, 0.098, 1.406], [0.271, 0.888, 1.171], [1.238, 0.616, 2.295], [-2.125, -3.502, 2.952], [-2.213, -4.792, 1.800], [-4.312, -1.632, 2.885], [-4.948, -3.405, 2.967], [-5.943, -2.434, 0.196], [-6.889, -2.900, 1.761], [-5.615, -0.012, 2.227], [-7.344, -0.717, 2.487], [-8.198, 0.305, 0.428], [-6.649, 1.360, 0.630], [-7.159, -0.885, -1.180], [-3.188, -1.142, 0.225], [-0.677, -2.150, 2.043], [-0.220, -1.660, 0.281], [-1.431, 0.214, 2.559], [-1.996, 0.629, 0.774], [0.767, 0.694, 0.126], [0.036, 2.050, 1.223], [2.844, 7.768, -0.060], [1.849, 7.619, 1.079], [1.604, 6.236, 1.368], [2.572, 5.604, 2.074], [3.612, 6.103, 2.479], [2.203, 4.307, 2.230], [3.187, 3.502, 2.874], [2.514, 7.201, -0.936], [2.959, 8.818, -0.338], [3.827, 7.376, 0.218], [0.890, 8.054, 0.779], [2.178, 8.151, 1.978], [3.496, 3.937, 3.830], [4.049, 3.368, 2.214], [2.746, 2.520, 3.071], [0.744, 1.828, 5.430], [-0.251, 1.679, 6.569], [-0.496, 0.296, 6.858], [0.472, -0.336, 7.564], [1.512, 0.163, 7.969], [0.103, -1.633, 7.720], [1.087, -2.438, 8.364], [0.414, 1.261, 4.554], [0.859, 2.878, 5.152], [1.727, 1.436, 5.708], [-1.210, 2.114, 6.269], [0.078, 2.211, 7.468], [1.396, -2.003, 9.320], [1.949, -2.572, 7.704], [0.646, -3.420, 8.561], [0.066, -0.317, -3.584], [-0.022, -1.813, -3.840], [0.974, -2.231, -4.782], [2.233, -2.345, -4.295], [2.582, -2.128, -3.143], [3.049, -2.712, -5.314], [4.428, -2.771, -4.956], [0.021, 0.237, -4.527], [-0.749, 0.014, -2.937], [1.014, -0.051, -3.106], [-0.995, -2.046, -4.283], [0.057, -2.388, -2.911], [4.586, -3.408, -4.080], [4.807, -1.761, -4.773], [4.979, -3.200, -5.797], [-9.464, -7.286, 5.344], [-7.968, -7.117, 5.139], [-7.617, -5.729, 5.050], [-7.576, -5.057, 6.226], [-7.805, -5.526, 7.333], [-7.266, -3.763, 5.963], [-7.288, -2.920, 7.112], [-10.021, -6.754, 4.567], [-9.740, -8.343, 5.321], [-9.783, -6.869, 6.304], [-7.679, -7.578, 4.190], [-7.392, -7.613, 5.928], [-6.655, -3.318, 7.911], [-8.317, -2.794, 7.461], [-6.898, -1.940, 6.822], [10.112, -1.530, -5.754], [9.385, -1.071, -7.007], [9.432, -2.079, -8.026], [8.581, -3.120, -7.861], [7.791, -3.267, -6.939], [8.776, -3.991, -8.883], [8.008, -5.187, -8.775], [11.132, -1.846, -5.995], [10.152, -0.727, -5.014], [9.613, -2.391, -5.299], [9.889, -0.188, -7.412], [8.350, -0.783, -6.793], [6.943, -4.967, -8.648], [8.379, -5.794, -7.943], [8.133, -5.756, -9.701], [3.184, 8.785, -6.992], [3.900, 7.635, -6.305], [3.453, 7.488, -4.950], [2.247, 6.891, -4.791], [1.527, 6.471, -5.686], [1.961, 6.863, -3.465], [0.667, 6.346, -3.166], [3.285, 9.705, -6.408], [3.591, 8.951, -7.992], [2.112, 8.586, -7.086], [4.972, 7.851, -6.262], [3.781, 6.695, -6.856], [0.517, 5.360, -3.618], [-0.102, 7.048, -3.505], [0.585, 6.241, -2.080]],
  "lowdin_charge": [0.051, -0.387, -0.097, -0.165, -0.185, -0.258, -0.147, -0.201, 0.887, -0.328, -0.300, -0.236, -0.234, -0.098, -0.161, -0.124, -0.159, 0.083, 0.100, 0.125, 0.133, 0.095, 0.125, 0.105, 0.120, 0.119, 0.129, 0.118, 0.153, 0.119, 0.137, 0.124, 0.127, 0.127, 0.129, -0.057, -0.215, 0.018, -0.548, 0.108, -0.017, -0.051, 0.059, 0.085, 0.079, 0.121, 0.124, 0.099, 0.102, 0.073, -0.067, -0.213, 0.021, -0.549, 0.107, -0.010, -0.054, 0.061, 0.081, 0.080, 0.122, 0.125, 0.097, 0.100, 0.094, -0.065, -0.213, 0.027, -0.549, 0.099, -0.007, -0.049, 0.083, 0.074, 0.070, 0.128, 0.115, 0.098, 0.099, 0.088, -0.069, -0.217, 0.019, -0.550, 0.106, -0.015, -0.053, 0.082, 0.080, 0.074, 0.123, 0.125, 0.098, 0.100, 0.093, -0.069, -0.216, 0.025, -0.547, 0.097, -0.006, -0.052, 0.082, 0.080, 0.074, 0.123, 0.123, 0.096, 0.099, 0.095, -0.070, -0.217, 0.023, -0.546, 0.107, -0.021, -0.048, 0.082, 0.080, 0.074, 0.123, 0.125, 0.099, 0.102, 0.085]
}

{
  "formula": "C3H4F2O2",
  "method": "ωB97M-V/def2-TZVPD",
  "orbital_gap_ha": 0.389,
  "e_tot_ha": -466.8500,
  "e_above_lowest_kj_mol": 140.2,
  "symbols": ["C", "C", "C", "O", "O", "F", "F", "H", "H", "H", "H"],
  "xyz": [[-0.267, 0.743, 1.151], [-0.925, -0.502, -2.219], [1.114, -0.007, 1.315], [-0.481, 1.799, 0.645], [-0.955, -0.345, -1.029], [1.759, -0.100, 0.174], [0.883, -1.235, 1.829], [-1.435, 0.124, -2.906], [-0.225, -1.217, -2.687], [1.744, 0.411, 2.024], [-1.214, 0.330, 1.701]],
  "lowdin_charge": [-0.206, -0.087, -0.381, 0.067, -0.002, 0.106, 0.055, 0.070, 0.090, 0.133, 0.154]
}